82
Properties=species:S:1:pos:R:3:forces:R:3 method="wB97M-V/def2-TZVPD" homo_ev="-7.1 / -7.2" spin_multiplicity=4
Cr -0.56089 -0.61529 0.32118 0.483 -0.214 0.175
C 1.59321 -1.71092 -3.24474 -0.139 -0.104 -0.382
C 1.30340 -1.37978 -1.92139 -0.335 0.228 0.525
N 0.06813 -1.29118 -1.44489 1.020 -0.424 -1.238
C -0.96190 -1.66186 -2.24581 -0.213 -0.264 -0.675
C -0.75450 -2.04856 -3.59724 0.173 0.160 0.322
C 0.56627 -2.02019 -4.09989 0.047 0.133 0.545
C -1.85099 -2.47997 -4.36041 -0.489 -0.132 -0.069
C -3.08128 -2.58488 -3.76430 0.542 -0.084 -0.579
C -3.29284 -2.23060 -2.43638 0.075 0.288 0.716
C -2.26468 -1.71765 -1.64331 -0.297 -0.185 -0.290
N -2.27009 -1.30132 -0.34545 -0.323 -0.475 -0.126
C -3.28974 -1.32035 0.56115 -0.479 -0.084 0.051
C -4.60486 -1.77150 0.43495 0.592 0.082 -0.429
C -5.49670 -1.72781 1.50354 -0.088 0.176 0.755
C -5.12868 -1.26436 2.73969 -0.301 -0.162 -0.260
C -3.81334 -0.80692 2.93792 0.411 0.077 -0.191
C -3.33669 -0.34551 4.18431 0.436 0.104 -0.277
C -2.04116 0.09421 4.28229 -0.379 -0.090 0.159
C -1.21862 0.07700 3.15402 0.175 0.045 -0.431
N -1.62571 -0.36820 1.97549 -0.374 0.347 1.344
C -2.90167 -0.81361 1.84850 -0.768 -0.188 0.278
H 2.62126 -1.70438 -3.57613 0.038 -0.048 0.019
H 2.10265 -1.16835 -1.22402 -0.015 0.109 0.045
H 0.76012 -2.27275 -5.13200 -0.044 -0.032 -0.095
H -1.71109 -2.75321 -5.39408 0.058 -0.057 -0.119
H -3.91458 -2.97298 -4.32901 -0.113 0.009 -0.102
H -4.28667 -2.36919 -2.05843 -0.017 0.094 0.076
H -4.98764 -2.16565 -0.48705 0.094 0.023 -0.044
H -6.50581 -2.07774 1.34581 -0.098 -0.037 -0.017
H -5.83277 -1.24290 3.55780 -0.030 0.002 0.091
H -3.99070 -0.34261 5.04412 -0.087 0.000 0.047
H -1.64154 0.45393 5.21742 0.046 0.050 0.042
H -0.20353 0.44931 3.20679 -0.027 -0.063 0.025
C 6.52434 2.14689 -2.14140 -0.056 0.075 0.026
C 5.32856 1.99321 -1.25061 0.010 0.003 0.142
C 4.10182 1.56903 -1.74938 -0.026 0.018 0.047
C 3.01153 1.39845 -0.91289 -0.072 0.022 -0.015
C 3.15299 1.64879 0.43749 -0.360 -0.191 0.436
C 4.34504 2.12918 0.94421 0.038 0.037 0.242
C 5.43032 2.29721 0.10388 -0.141 -0.038 -0.105
S 1.79492 1.31436 1.56325 -0.454 0.048 -0.068
O 0.71296 2.21392 1.28427 0.374 0.015 -0.073
O 2.31493 1.35197 2.90974 0.205 -0.165 -0.163
N 1.26375 -0.20425 1.17183 -0.104 1.748 -0.178
C 1.92619 -1.27426 1.68239 1.045 -0.874 0.606
C 3.19386 -1.27172 2.26318 -0.503 0.115 -0.353
C 3.73960 -2.43688 2.79735 -0.084 -0.644 0.032
C 3.08112 -3.64152 2.73644 0.337 0.164 0.112
C 1.82352 -3.71472 2.11695 -0.256 0.312 -0.147
C 1.09102 -4.91212 1.97456 -0.250 0.263 -0.128
C -0.14586 -4.87577 1.38303 0.338 -0.182 0.220
C -0.65532 -3.64961 0.94429 -0.130 0.303 -0.107
N 0.00829 -2.51416 1.04860 -0.412 -0.626 -0.055
C 1.23456 -2.52568 1.60759 0.836 -0.150 0.427
H 6.36583 1.65189 -3.09633 0.061 -0.003 -0.069
H 7.41053 1.72853 -1.66462 0.036 0.000 -0.065
H 6.71099 3.20545 -2.32540 0.084 0.014 -0.083
H 4.00419 1.37217 -2.80566 -0.044 -0.058 -0.172
H 2.05076 1.08019 -1.28511 -0.118 -0.003 -0.159
H 4.39992 2.36712 1.99519 0.114 -0.057 0.138
H 6.36804 2.65865 0.50010 0.092 0.033 0.060
H 3.75073 -0.35280 2.33179 0.033 -0.009 0.032
H 4.71031 -2.38413 3.26805 0.083 -0.004 0.039
H 3.50733 -4.53603 3.16334 0.100 -0.098 0.017
H 1.51888 -5.83533 2.33835 -0.003 -0.097 0.018
H -0.73412 -5.77242 1.25977 -0.051 -0.019 -0.020
H -1.63771 -3.59782 0.49244 -0.022 0.072 -0.037
N -2.70514 8.75859 -1.79573 -0.070 0.299 -0.034
C -2.57242 7.63653 -1.59299 -0.154 0.753 -0.146
C -2.37884 6.26130 -1.36131 0.119 -1.046 0.211
C -1.76701 5.83564 -0.17776 -0.097 0.142 -0.163
C -1.49613 4.50130 0.01511 -0.042 -0.103 -0.153
C -1.83578 3.56076 -0.96824 -0.123 0.579 -0.019
C -2.50821 3.98682 -2.11923 0.090 -0.107 0.085
C -2.77226 5.32443 -2.31977 0.041 0.174 0.118
C -1.46802 2.21631 -0.75108 0.150 -1.046 -0.017
C -1.04818 1.11644 -0.43605 -0.380 1.014 -0.403
H -1.50877 6.56625 0.57322 0.085 0.065 0.054
H -1.00083 4.14884 0.90613 0.075 0.006 0.083
H -2.80919 3.25701 -2.85591 0.021 -0.061 -0.048
H -3.27944 5.65775 -3.21356 0.009 0.025 -0.057

84
Properties=species:S:1:pos:R:3:forces:R:3 method="wB97M-V/def2-TZVPD" charge=+2 homo_ev=-14.1 de_lowest_kcal_mol=2.4 spin_multiplicity=1
Pd -0.25740 0.55425 -0.37538 0.531 0.179 -0.165
C 0.54522 1.79522 2.74205 0.019 -0.001 -0.030
Si -0.08020 0.22772 1.96710 -0.183 -0.018 0.081
C -1.87006 -0.07362 2.44295 0.058 0.002 -0.044
C -2.23032 -0.17453 3.78690 0.037 0.042 -0.005
C -3.55025 -0.39839 4.15521 -0.056 -0.017 -0.027
C -4.53668 -0.52723 3.18657 0.031 0.008 0.019
C -4.20790 -0.41835 1.84398 0.017 -0.025 0.030
C -2.87978 -0.19678 1.48244 0.016 0.045 -0.106
P -2.43868 -0.13939 -0.26078 -0.040 -0.213 0.287
C -3.86235 0.44120 -1.17260 0.034 -0.028 -0.026
C -4.40578 -0.32082 -2.20990 -0.003 0.007 -0.057
C -5.57031 0.10020 -2.83271 0.013 0.025 0.012
C -6.19559 1.26891 -2.42266 0.014 -0.011 0.009
C -5.66642 2.02164 -1.37991 -0.008 0.008 -0.008
C -4.50356 1.61533 -0.75296 0.047 0.008 0.010
C -1.93726 -1.77005 -0.81917 -0.112 -0.040 -0.037
C -1.90567 -2.83921 0.07781 0.016 0.011 -0.001
C -1.53967 -4.09825 -0.37412 -0.003 0.001 -0.013
C -1.21185 -4.29014 -1.70859 -0.012 0.008 0.007
C -1.22103 -3.22120 -2.59898 -0.018 -0.002 0.005
C -1.56843 -1.95807 -2.15814 0.049 -0.004 0.006
C 0.99183 -1.27861 2.25570 0.094 -0.016 -0.109
C 0.94289 -2.07288 3.40114 0.018 0.004 0.006
C 1.89510 -3.06143 3.60354 0.013 0.003 -0.013
C 2.91895 -3.25655 2.68196 -0.015 0.008 -0.010
C 2.98443 -2.48036 1.53510 0.004 -0.021 -0.006
C 2.00100 -1.52108 1.31202 -0.098 0.193 0.152
P 1.95486 -0.42005 -0.11043 -0.313 -0.206 0.039
C 3.39623 0.65696 -0.02097 0.010 0.003 0.001
C 4.14592 1.00753 -1.14270 0.041 -0.027 0.017
C 5.25163 1.83167 -0.99876 -0.004 0.042 0.007
C 5.60600 2.31666 0.25205 -0.022 0.014 -0.011
C 4.86358 1.96518 1.37270 -0.018 -0.021 0.005
C 3.76307 1.13416 1.24097 0.041 0.024 0.006
C 1.97442 -1.34400 -1.65674 -0.082 -0.059 -0.056
C 2.08965 -2.73153 -1.69975 0.124 0.026 0.001
C 2.08188 -3.38586 -2.92417 0.020 -0.015 0.076
C 1.92937 -2.66873 -4.09965 0.018 0.004 -0.055
C 1.76297 -1.29079 -4.05871 -0.015 0.069 -0.013
C 1.77860 -0.62722 -2.84274 0.000 -0.049 -0.020
H 0.81368 1.60865 3.78612 0.004 -0.027 0.001
H -0.25311 2.53704 2.73126 -0.009 0.069 -0.005
H 1.42398 2.20439 2.23900 -0.070 -0.017 0.016
H -1.48557 -0.05300 4.56599 0.002 -0.007 -0.007
H -3.81254 -0.46295 5.20283 0.003 -0.005 0.000
H -5.56381 -0.70261 3.47602 0.001 0.007 0.001
H -4.98004 -0.50628 1.09054 0.007 -0.002 -0.001
H -3.94362 -1.24733 -2.52072 -0.017 0.022 0.016
H -5.99273 -0.49077 -3.63360 -0.001 -0.006 0.005
H -7.10562 1.59129 -2.91054 -0.001 0.005 0.002
H -6.16417 2.92428 -1.05350 0.000 0.006 -0.002
H -4.10366 2.20022 0.06718 -0.004 -0.032 -0.018
H -2.18349 -2.69616 1.11449 -0.002 -0.001 -0.006
H -1.52906 -4.93211 0.31459 -0.002 -0.005 -0.001
H -0.94827 -5.27899 -2.06022 0.006 -0.002 0.002
H -0.95672 -3.37434 -3.63612 -0.013 0.002 0.006
H -1.56657 -1.12582 -2.85373 -0.008 0.007 0.004
H 0.17002 -1.92215 4.14535 -0.008 -0.004 -0.001
H 1.85201 -3.67436 4.49393 0.000 -0.009 0.000
H 3.66708 -4.01679 2.86111 0.008 0.003 -0.001
H 3.78955 -2.62467 0.82501 0.012 -0.002 0.007
H 3.90233 0.61942 -2.12096 -0.042 -0.005 -0.022
H 5.84019 2.09128 -1.86810 -0.001 0.002 -0.001
H 6.46877 2.96059 0.35745 0.006 -0.007 -0.004
H 5.15507 2.32106 2.35182 -0.005 0.005 0.000
H 3.21781 0.82923 2.12661 0.015 -0.004 -0.025
H 2.19737 -3.30278 -0.78824 -0.010 -0.019 -0.006
H 2.19846 -4.46110 -2.95877 0.005 -0.001 0.021
H 1.93725 -3.18382 -5.05123 -0.005 0.005 -0.005
H 1.63080 -0.72872 -4.97368 0.002 -0.008 -0.006
H 1.65340 0.44960 -2.82390 0.003 0.023 0.002
F 3.17752 5.97496 0.52322 -0.012 -0.027 -0.006
C 2.19456 5.18608 0.14715 0.003 0.016 -0.020
C 1.00615 5.17226 0.86853 0.036 0.031 0.086
F 0.87313 5.93727 1.93946 0.017 -0.003 -0.021
C -0.02073 4.34686 0.46231 -0.088 -0.064 0.037
F -1.14950 4.33609 1.16621 0.056 0.038 0.018
C 0.10668 3.51554 -0.64867 0.082 -0.202 -0.150
Se -1.36304 2.45901 -1.22438 -0.132 0.234 0.022
C 1.31448 3.54559 -1.35317 -0.107 0.003 -0.014
F 1.48156 2.78663 -2.44017 -0.007 0.053 0.122
C 2.34779 4.37985 -0.97406 -0.037 -0.006 -0.034
F 3.46418 4.43600 -1.68208 0.053 -0.026 0.024

82
Properties=species:S:1:pos:R:3:forces:R:3 method="wB97M-V/def2-TZVPD" homo_ev=-6.2 de_lowest_kcal_mol=0.0 spin_multiplicity=1
Zn -0.43863 0.74006 -1.35604 0.043 0.212 0.265
N -1.82680 -3.36917 -1.57745 0.012 0.016 0.002
C -1.54890 -2.07181 -1.82244 -0.009 -0.070 -0.006
N -0.59493 -1.40293 -1.28408 -0.050 -0.012 -0.067
C 0.22865 -2.02919 -0.30989 0.093 0.137 0.043
N 1.04082 -1.38983 0.45193 -0.049 -0.044 -0.073
N 1.40412 -0.11473 0.19292 -0.083 -0.028 0.027
C 1.51225 0.42631 -1.19410 0.043 -0.200 -0.087
C 2.64742 1.40948 -1.23378 -0.087 0.099 0.007
C 2.41051 2.78179 -1.31145 0.006 -0.028 -0.010
C 3.47844 3.66273 -1.30263 0.014 -0.024 0.000
C 4.76115 3.14514 -1.22427 0.007 0.057 -0.005
C 4.90833 1.76806 -1.16255 -0.035 -0.035 0.004
N 3.88827 0.91477 -1.16317 0.057 0.002 -0.012
C -0.02197 -3.44743 -0.01121 0.004 -0.056 0.050
C 0.73025 -4.15443 0.92324 -0.019 0.002 -0.017
C 0.41509 -5.46533 1.23381 0.012 -0.004 0.003
C -0.65020 -6.09793 0.60345 -0.009 -0.006 0.001
C -1.39950 -5.41741 -0.34119 0.004 0.010 -0.013
C -1.07882 -4.10136 -0.63991 -0.009 0.014 -0.007
H -2.60012 -3.80410 -2.04885 -0.008 -0.006 0.013
H -2.20878 -1.57737 -2.52956 0.012 0.012 0.000
H 1.82481 -0.44055 -1.78470 0.042 0.022 0.002
H 1.38715 3.13254 -1.36582 0.013 0.018 -0.009
H 3.31455 4.73198 -1.35379 -0.006 -0.001 -0.001
H 5.63055 3.78882 -1.21294 -0.001 -0.005 0.001
H 5.89885 1.32829 -1.10624 -0.003 -0.013 0.000
H 1.54957 -3.64405 1.41037 -0.001 0.011 -0.005
H 1.00318 -5.99914 1.96846 -0.005 -0.002 -0.001
H -0.89599 -7.12405 0.84293 0.004 0.001 0.002
H -2.23236 -5.89913 -0.84038 0.002 0.000 -0.001
C -1.71193 2.55752 2.41194 0.010 -0.027 -0.001
C -2.77367 3.32738 1.95389 -0.004 0.028 0.047
C -3.15085 3.25934 0.62662 -0.005 -0.020 -0.035
C -2.44369 2.41824 -0.23818 0.042 0.003 0.090
C -1.35624 1.64496 0.20030 0.022 0.014 -0.003
C -1.00069 1.72138 1.55396 -0.057 0.024 -0.090
C -2.81713 2.29795 -1.67082 0.005 -0.013 -0.047
C -3.97083 2.92682 -2.22032 -0.003 0.006 0.004
C -4.28278 2.75745 -3.53042 0.007 -0.003 0.006
C -3.45656 1.96190 -4.36260 0.008 -0.004 0.002
C -3.71582 1.73428 -5.73127 0.003 -0.002 -0.013
C -2.87206 0.95682 -6.47473 -0.024 0.011 -0.016
C -1.73153 0.38153 -5.87821 0.036 -0.006 0.035
C -1.45638 0.58597 -4.55361 -0.022 -0.006 -0.034
C -2.32225 1.37857 -3.76765 -0.006 0.019 0.045
N -2.03933 1.55671 -2.44356 -0.071 -0.071 -0.138
H -1.43732 2.60642 3.46130 -0.005 0.005 -0.001
H -3.30480 3.97799 2.63708 -0.001 -0.001 -0.005
H -3.98035 3.86837 0.28979 0.009 -0.010 -0.004
H 0.40742 1.41021 3.07724 0.006 0.001 0.011
H -4.60400 3.52699 -1.58569 0.004 -0.005 -0.007
H -5.16510 3.22483 -3.95183 0.000 -0.002 -0.003
H -4.59150 2.18770 -6.18002 0.001 -0.002 -0.003
H -3.07063 0.78517 -7.52419 -0.006 0.004 0.002
H -1.06257 -0.22096 -6.47888 0.002 -0.001 0.003
H -0.57213 0.16477 -4.08774 0.000 -0.001 -0.003
C 4.88611 0.24181 3.87065 -0.003 0.016 0.007
C 4.06584 1.35300 4.01735 0.020 -0.016 0.012
C 2.95719 1.50531 3.20074 -0.046 -0.013 -0.063
C 2.64253 0.55751 2.22688 0.013 0.018 0.057
C 3.48373 -0.53600 2.07040 0.008 -0.008 -0.002
C 4.59325 -0.69457 2.89168 -0.007 -0.007 -0.012
C 1.42330 0.77674 1.33740 0.014 0.037 -0.007
C 0.10011 0.87154 2.17746 0.027 -0.022 0.025
C -0.43030 -0.46646 2.67962 0.022 -0.025 0.019
C -1.58017 -1.05297 2.15975 0.003 0.023 0.001
C -2.02947 -2.27983 2.62831 -0.014 -0.008 -0.005
C -1.34367 -2.93874 3.63777 0.009 0.007 0.005
C -0.20692 -2.35392 4.17817 0.002 -0.019 -0.006
C 0.24124 -1.12922 3.70619 -0.008 0.021 -0.017
H 5.75227 0.11546 4.50774 0.000 0.001 -0.001
H 4.29526 2.10400 4.76300 -0.005 0.003 -0.002
H 2.33084 2.38462 3.30988 0.015 0.010 0.023
H 3.27017 -1.25921 1.29721 0.002 0.004 0.006
H 5.23601 -1.55606 2.75841 -0.002 -0.001 0.000
H 1.53606 1.77560 0.90921 0.009 -0.023 0.008
H -2.12364 -0.54519 1.37193 -0.005 -0.018 0.003
H -2.92385 -2.72143 2.20394 0.001 0.002 0.001
H -1.69352 -3.89628 4.00269 -0.001 0.002 0.001
H 0.33336 -2.85159 4.97432 -0.001 0.005 0.000
H 1.13006 -0.68248 4.13625 0.002 -0.004 0.001